Molecular formula: C30H48AsCdN2O4PS5SeSi2
Method: DFT, the ωB97M-V functional and the def2-TZVPD basis

Charge   -2
Orbital gap   0.1959 hartree
E   -9298.9015 Eh
LUMO level   0.1324 hartree
ΔE to the lowest compared entry with this formula, charge and spin   205.5 kJ/mol

Element x y z (Å)
Cd1 -0.35 0.24 -0.83
O1 2.57 3.61 3.46
C1 2.04 2.54 2.82
O2 0.87 2.44 2.63
C2 3.09 1.55 2.43
C3 4.40 1.65 2.90
C4 5.30 0.69 2.49
C5 4.88 -0.31 1.63
C6 3.56 -0.32 1.21
N1 2.69 0.59 1.61
C7 3.05 -1.27 0.14
O3 3.83 -2.32 -0.14
O4 2.07 -1.04 -0.49
H1 1.83 4.20 3.63
H2 4.68 2.46 3.55
H3 6.33 0.72 2.83
H4 5.59 -1.04 1.27
H5 4.30 -2.61 0.65
S1 -5.57 -3.05 -4.80
C8 -4.30 -2.17 -4.14
S2 -4.38 -0.50 -3.78
C9 -2.76 -0.27 -3.17
C10 -1.99 -1.39 -3.16
S3 -0.35 -1.55 -2.60
S4 -2.77 -2.84 -3.76
S5 -2.28 1.31 -2.62
C11 0.14 -0.61 3.09
C12 -1.33 -0.22 3.02
C13 -2.04 -0.85 4.22
P1 -2.00 -0.59 1.32
C14 -2.49 -2.38 1.38
C15 -2.51 -2.99 -0.02
C16 -3.79 -2.74 2.11
C17 -3.51 0.48 1.18
C18 -4.39 0.69 2.42
C19 -4.36 0.05 -0.01
H6 0.60 -0.17 3.98
H7 0.69 -0.26 2.21
H8 0.26 -1.69 3.14
H9 -1.41 0.87 3.08
H10 -1.92 -1.94 4.21
H11 -3.10 -0.63 4.28
H12 -1.57 -0.49 5.14
H13 -1.64 -2.83 1.91
H14 -3.31 -2.58 -0.63
H15 -2.67 -4.07 0.06
H16 -1.57 -2.83 -0.54
H17 -4.66 -2.39 1.56
H18 -3.85 -2.36 3.13
H19 -3.86 -3.83 2.16
H20 -3.07 1.45 0.93
H21 -4.84 -0.24 2.77
H22 -5.21 1.37 2.15
H23 -3.84 1.15 3.24
H24 -4.93 -0.86 0.21
H25 -3.76 -0.12 -0.90
H26 -5.08 0.84 -0.26
C20 0.62 5.63 -0.23
Si1 -0.28 4.15 -1.03
C21 -1.84 3.90 -0.01
C22 -0.77 4.73 -2.75
As1 1.18 2.35 -0.85
Si2 2.03 2.16 -3.01
C23 0.86 1.98 -4.47
C24 3.19 0.68 -3.04
C25 3.11 3.69 -3.32
H27 -0.02 6.52 -0.21
H28 1.53 5.87 -0.78
H29 0.91 5.38 0.79
H30 -2.17 4.85 0.42
H31 -1.65 3.20 0.82
H32 -2.65 3.48 -0.62
H33 -1.38 5.64 -2.67
H34 -1.37 3.97 -3.26
H35 0.10 4.96 -3.37
H36 0.14 1.19 -4.28
H37 1.46 1.72 -5.35
H38 0.31 2.90 -4.68
H39 2.65 -0.25 -2.86
H40 3.97 0.77 -2.27
H41 3.68 0.62 -4.02
H42 2.51 4.60 -3.42
H43 3.69 3.57 -4.25
H44 3.81 3.84 -2.49
Se1 1.53 -3.80 1.97
C26 2.00 -4.97 0.56
C27 1.06 -5.46 -0.35
C28 1.44 -6.34 -1.34
N2 2.69 -6.79 -1.53
C29 3.59 -6.31 -0.67
C30 3.31 -5.42 0.35
H45 0.03 -5.14 -0.28
H46 0.70 -6.70 -2.05
H47 4.61 -6.66 -0.81
H48 4.11 -5.09 1.01